Formula: C5H14N2
Source: the Open Molecules 2025 dataset
Level of theory: wB97M-V/def2-TZVPD

Geometry as XYZ:
```
21
Properties=species:S:1:pos:R:3:mulliken_charge:R:1
C -1.15588 -2.13892 -1.58313 -1.285
C -1.10411 -0.85016 -0.73266 -0.594
C 0.25431 -0.43845 -0.11779 0.807
C 1.10069 -1.57856 0.40515 -1.649
N -0.01021 0.50015 0.97748 -0.509
C -0.25387 1.87899 0.58769 -0.449
N 0.94524 2.70828 0.73191 -0.637
H -2.19640 -2.46127 -1.61261 0.370
H -0.73968 -2.01356 -2.58285 0.307
H -0.67234 -2.96115 -1.06828 0.362
H -1.48555 -0.02728 -1.34238 0.250
H -1.79766 -0.99366 0.08852 0.349
H 0.75874 0.08953 -0.94622 0.127
H 0.65499 -1.92946 1.33688 0.408
H 1.02224 -2.44598 -0.23862 0.411
H 2.12827 -1.27425 0.56048 0.379
H 0.73422 0.50042 1.67192 0.263
H -0.60775 1.85298 -0.44479 0.296
H -1.03066 2.25973 1.25580 0.298
H 1.05219 3.30275 -0.08924 0.242
H 1.76591 2.11423 0.76455 0.253
```

Calculated values
largest force on an atom = 0.88 eV/Å
frontier orbital gap = 9.90 eV
relative energy (zero: lowest compared OMol25 entry of this formula, charge and spin) = 19.2 kcal per mole

---

Formula: C5H14N2
Source: the Open Molecules 2025 dataset
Level of theory: wB97M-V/def2-TZVPD

Geometry as XYZ:
```
21
Properties=species:S:1:pos:R:3:mulliken_charge:R:1
C 0.72993 3.20114 -0.15574 -1.274
C -0.11127 1.94985 -0.36898 -0.365
N 0.26643 0.90430 0.58845 -0.324
C -0.62942 -0.23004 0.56882 -0.680
C 0.05212 -1.52993 0.11958 0.615
C 0.39282 -1.70627 -1.33431 -1.478
N -0.77212 -2.66835 0.63434 -0.779
H 1.80518 2.99141 -0.06256 0.346
H 0.54482 3.94122 -0.92535 0.360
H 0.58803 3.55444 0.87041 0.323
H -1.17545 2.20468 -0.22914 0.348
H -0.09452 1.71073 -1.43632 0.334
H 0.26344 1.40322 1.47403 0.257
H -1.47022 -0.06067 -0.11271 0.258
H -1.04825 -0.50353 1.54122 0.287
H 0.99610 -1.54079 0.66854 0.151
H 1.02911 -0.90424 -1.71402 0.343
H -0.49213 -1.75093 -1.97376 0.337
H 0.96886 -2.62291 -1.48575 0.400
H -0.58682 -2.71190 1.63491 0.267
H -0.30945 -3.53339 0.34227 0.276
```

Calculated values
largest force on an atom = 1.35 eV/Å
frontier orbital gap = 10.02 eV
relative energy (zero: lowest compared OMol25 entry of this formula, charge and spin) = 20.9 kcal per mole

---

Formula: C5H14N2
Source: the Open Molecules 2025 dataset
Level of theory: wB97M-V/def2-TZVPD

Geometry as XYZ:
```
21
Properties=species:S:1:pos:R:3:mulliken_charge:R:1
C -1.66349 0.71927 -1.10807 -1.517
C -1.21679 -0.23462 -0.03194 0.491
C -0.04539 0.20564 0.88295 -0.650
C 1.07762 0.86081 -0.00398 -1.125
C 1.93710 -0.24838 -0.70536 -0.401
N 2.30235 -1.37667 0.13296 -0.463
N -2.36858 -0.74852 0.71305 -0.710
H -2.61978 0.36053 -1.51547 0.425
H -1.95316 1.68762 -0.67741 0.335
H -1.03925 0.90323 -1.98571 0.340
H -0.81133 -1.14225 -0.49806 0.125
H -0.35789 0.92013 1.64201 0.292
H 0.44946 -0.66775 1.28418 0.637
H 1.80562 1.36389 0.66754 0.349
H 0.57549 1.70487 -0.48823 0.451
H 1.23036 -0.67557 -1.43787 0.251
H 2.71534 0.21463 -1.31142 0.335
H 2.38635 -0.29950 1.50141 0.355
H 2.60355 -1.00098 1.12396 0.029
H -2.89455 -1.43566 0.19689 0.234
H -2.11304 -1.11074 1.61855 0.217
```

Calculated values
largest force on an atom = 2.82 eV/Å
frontier orbital gap = 7.81 eV
relative energy (zero: lowest compared OMol25 entry of this formula, charge and spin) = 146.4 kcal per mole

---

Formula: C5H14N2
Source: the Open Molecules 2025 dataset
Level of theory: wB97M-V/def2-TZVPD

Geometry as XYZ:
```
21
Properties=species:S:1:pos:R:3:mulliken_charge:R:1
C 1.27785 -1.84011 -0.98206 -0.934
N 1.03406 -0.41007 -1.04743 -0.471
C 0.80580 0.21189 0.23768 0.392
C 1.43260 1.60118 0.24026 -1.551
C -0.83901 0.34724 0.72952 -0.181
C -1.83973 0.88071 -0.29927 -1.328
N -1.28650 -0.92168 1.29826 -0.602
H 2.34083 -2.03699 -1.15106 0.309
H 1.00211 -2.39049 -0.07651 0.345
H 0.74356 -2.35992 -1.78873 0.346
H -0.05676 -0.23709 -1.13043 0.392
H 1.24903 -0.37236 1.05577 0.319
H 0.94334 2.26705 -0.47482 0.252
H 1.38609 2.04815 1.23774 0.387
H 2.49199 1.53496 -0.03023 0.402
H -0.79800 1.06645 1.55380 0.369
H -2.80624 1.09260 0.17202 0.403
H -2.02332 0.14872 -1.09418 0.366
H -1.47454 1.79238 -0.77980 0.293
H -1.40083 -1.61428 0.56264 0.225
H -2.18233 -0.80831 1.76687 0.268
```

Calculated values
largest force on an atom = 4.59 eV/Å
frontier orbital gap = 9.88 eV
relative energy (zero: lowest compared OMol25 entry of this formula, charge and spin) = 43.4 kcal per mole

---

Formula: C5H14N2
Source: the Open Molecules 2025 dataset
Level of theory: wB97M-V/def2-TZVPD

Geometry as XYZ:
```
21
Properties=species:S:1:pos:R:3:mulliken_charge:R:1
C -1.15707 1.44881 -0.35372 -1.073
N -0.72661 0.32343 0.46352 -0.271
C -2.02304 -1.01063 0.25014 -0.042
C -2.92849 -1.07889 -0.71136 -0.591
H -0.79748 0.38011 1.46307 0.301
H -1.84118 -1.84183 0.92966 0.325
H -1.10838 1.15388 -1.40015 0.344
H -2.19450 1.70527 -0.13823 0.438
H -0.44212 2.25592 -0.20333 0.373
H -3.10238 -0.26349 -1.40593 0.232
H -3.53239 -1.96976 -0.86978 0.256
C 2.13572 0.35915 -0.90234 -0.903
C 2.14959 -0.46625 1.35116 -0.891
N 1.56911 0.47085 0.41933 -0.662
H 0.21999 -0.31310 0.06628 0.447
H 1.70215 1.12191 -1.55253 0.229
H 1.93750 -0.63155 -1.35570 0.264
H 3.23755 -0.33914 1.41585 0.325
H 1.74094 -0.29446 2.34978 0.260
H 1.93787 -1.51462 1.06638 0.276
H 3.22321 0.50441 -0.88210 0.364
```

Calculated values
largest force on an atom = 7.98 eV/Å
frontier orbital gap = 6.78 eV
relative energy (zero: lowest compared OMol25 entry of this formula, charge and spin) = 151.1 kcal per mole

---

Formula: C5H14N2
Source: the Open Molecules 2025 dataset
Level of theory: wB97M-V/def2-TZVPD

Geometry as XYZ:
```
21
Properties=species:S:1:pos:R:3:mulliken_charge:R:1
C -1.82049 -0.99720 -0.46815 -1.487
C -0.86312 -0.65732 0.68751 0.651
C -0.69842 -1.90847 1.52957 -1.560
N 0.42635 -0.23412 0.09722 -0.301
C 0.86581 1.12496 0.44589 -0.618
C 1.66728 1.73849 -0.69107 -0.563
N 0.86489 1.74783 -1.90789 -0.532
H -2.84872 -1.12761 -0.12507 0.376
H -1.54971 -1.95528 -0.91267 0.304
H -1.74238 -0.24932 -1.25068 0.387
H -1.38945 0.11230 1.23978 0.266
H -0.43039 -1.76306 2.57475 0.330
H 0.06611 -2.55245 1.08416 0.390
H -1.60885 -2.49496 1.58211 0.396
H 1.09373 -0.94920 0.33767 0.226
H 1.44084 1.08291 1.37810 0.290
H -0.01525 1.73095 0.63171 0.376
H 1.90514 2.77546 -0.43125 0.408
H 2.59450 1.16554 -0.81920 0.254
H 0.92880 0.90524 -2.45701 0.201
H 1.11332 2.50530 -2.52547 0.207
```

Calculated values
largest force on an atom = 1.55 eV/Å
frontier orbital gap = 9.71 eV
relative energy (zero: lowest compared OMol25 entry of this formula, charge and spin) = 18.3 kcal per mole